Here is a 5-piece molecular cluster, C37H80F3N4O3S overall from the OMol25 dataset. Energies are from ωB97M-V/def2-TZVPD.

Results
- Frontier orbital gap: 10.7 eV
- ΔE to the lowest compared entry with this formula, charge and spin: 1.1336 eV
- Charge: +3

The geometry in XYZ format:
```
128
Properties=species:S:1:pos:R:3:forces:R:3
C -1.08196 -3.55563 -3.00947 -1.2 -0.4 0.1
C 0.43062 -3.43836 -2.88286 -0.9 -0.2 -0.6
C 1.04517 -4.28091 -1.73073 -0.2 -0.4 -1.2
C 0.86356 -3.74543 -0.34389 1.4 0.5 0.5
N 1.49824 -4.58595 0.81083 -1.2 -0.6 -0.6
C 2.95194 -4.96614 0.57680 -0.3 2.0 2.2
C 3.65575 -3.83118 1.38323 -0.1 0.0 -0.9
C 2.81108 -3.81308 2.65258 -0.4 1.3 -0.5
C 1.40667 -3.72315 2.06651 0.7 0.3 -1.0
C 0.66179 -5.80351 0.99339 0.2 -0.7 -0.1
H -1.38051 -4.63637 -3.05773 0.0 1.0 0.0
H -1.42804 -3.04203 -3.93285 0.3 -0.5 0.4
H -1.64531 -3.04126 -2.21734 0.2 -0.4 0.1
H 0.58140 -2.36765 -2.87956 0.9 0.1 0.3
H 0.71792 -3.83487 -3.87529 0.8 0.1 0.7
H 2.12986 -4.33014 -1.85931 -0.2 -0.2 -0.5
H 0.61012 -5.26829 -1.92310 0.2 -0.1 0.4
H -0.14578 -3.53389 -0.00575 -0.1 0.2 -0.2
H 1.49487 -2.83615 -0.34649 -0.8 -0.1 0.4
H 3.12527 -5.88725 1.10358 0.0 -0.6 -0.2
H 3.12671 -4.98805 -0.46114 0.4 -0.3 -0.9
H 4.71522 -3.98083 1.54384 0.1 -0.3 0.1
H 3.57456 -2.89865 0.80852 -0.1 0.0 0.2
H 3.08258 -4.66668 3.22280 -0.3 -0.9 0.7
H 2.90874 -2.93500 3.27840 0.5 0.2 0.1
H 0.51917 -4.00939 2.62425 0.2 -0.2 0.3
H 1.24371 -2.70258 1.66528 0.1 -0.6 0.7
H -0.35657 -5.44929 0.98515 -0.4 -0.2 0.3
H 0.89833 -6.40979 1.91009 0.0 1.0 -0.8
H 0.79602 -6.43497 0.11723 0.0 -0.1 0.1
C 1.44249 -0.78779 4.62529 -0.5 0.2 -1.1
C 0.12469 -1.36989 5.16935 0.8 1.7 1.7
C -1.03509 -1.13171 4.29223 -1.1 0.1 -0.9
C -2.31772 -1.55379 5.02689 0.9 -0.2 -0.8
N -3.55540 -1.72507 4.20155 0.1 -0.1 -0.3
C -3.99323 -0.46363 3.47633 3.0 1.7 1.3
C -5.44994 -0.52223 3.22050 -0.2 -1.6 2.3
C -5.94244 -1.63237 4.26162 0.1 0.9 0.4
C -4.72751 -1.97768 5.14762 -0.3 0.4 -1.4
C -3.33914 -2.84922 3.20818 -0.1 2.5 0.2
H 1.43691 0.30030 4.69611 -0.1 0.1 0.0
H 1.53627 -0.99892 3.52823 -0.1 0.0 0.9
H 2.34576 -1.11623 5.12031 0.0 -0.3 0.3
H -0.17281 -0.85483 6.12992 0.9 -0.7 -0.5
H 0.22410 -2.40960 5.35061 0.1 -1.1 0.4
H -0.84405 -1.62783 3.35608 -0.3 -0.4 -0.5
H -1.07318 -0.07936 4.03699 -0.2 0.4 -0.1
H -2.50586 -0.80921 5.76789 -0.4 0.6 0.5
H -2.15818 -2.49069 5.56173 -0.1 -0.1 -0.1
H -3.25475 -0.25789 2.69118 -0.6 -0.5 -0.5
H -3.69901 0.38086 4.16787 -0.7 -0.9 -0.2
H -5.67276 -0.92013 2.28880 -0.5 -0.2 -2.0
H -5.90655 0.42971 3.41706 -0.3 0.3 -0.2
H -6.31667 -2.52069 3.76486 0.0 0.0 -0.2
H -6.76629 -1.24816 4.85862 0.0 -0.1 0.1
H -4.75471 -2.97026 5.58276 0.3 -0.3 -0.3
H -4.53753 -1.28114 5.94313 -0.3 0.4 0.4
H -3.10728 -3.63845 3.81070 0.9 -2.5 1.2
H -2.58731 -2.60304 2.46848 0.1 0.2 0.1
H -4.25333 -3.03676 2.74315 -1.5 -0.3 -0.9
C 3.82802 -1.43995 -3.72063 -0.6 -1.6 -0.4
C 3.85418 -0.74796 -2.37116 1.0 1.9 -0.8
C 3.97262 0.86678 -2.47801 -0.2 -1.6 0.0
C 4.94565 1.49296 -1.50872 -0.7 2.2 0.7
N 6.17300 2.16076 -2.16696 -0.5 -2.3 0.0
C 6.94176 2.87376 -1.09796 1.0 0.3 -0.1
C 6.74862 4.33579 -1.41550 0.4 0.9 0.9
C 6.70240 4.37779 -2.94897 -0.8 -1.4 0.4
C 5.76430 3.19674 -3.21653 1.4 -0.8 -0.8
C 7.04847 1.07438 -2.80154 -1.1 1.2 -0.3
H 2.95525 -1.24303 -4.35625 0.2 0.6 0.2
H 3.75507 -2.55678 -3.63878 0.2 0.8 0.4
H 4.73930 -1.28808 -4.29997 0.0 0.3 0.0
H 4.74547 -1.07193 -1.85741 0.4 -0.3 0.3
H 3.01628 -0.98068 -1.74371 -0.4 -0.1 0.2
H 2.99060 1.24499 -2.21084 -0.1 0.2 -0.5
H 4.28681 1.20156 -3.47277 -0.6 -0.4 -0.1
H 5.26060 0.78097 -0.75831 0.6 0.0 0.1
H 4.43151 2.35919 -0.95225 0.8 -1.2 -0.7
H 8.03637 2.73910 -1.14100 -0.5 -0.8 -0.4
H 6.59328 2.48303 -0.15132 0.0 0.4 0.3
H 7.64282 4.87386 -1.02154 -1.0 0.0 -0.1
H 5.80872 4.66389 -0.92579 0.6 0.4 -0.5
H 7.65853 4.11601 -3.39114 0.3 0.5 0.0
H 6.27998 5.26489 -3.38600 0.2 0.5 -0.1
H 5.86413 2.70542 -4.21642 -0.1 0.6 0.8
H 4.75431 3.46860 -3.05254 -1.0 0.1 0.2
H 7.33193 0.35394 -2.06559 0.3 -0.3 0.6
H 7.86965 1.66081 -3.15601 0.8 -0.3 -0.4
H 6.51700 0.58774 -3.62619 0.1 0.2 0.2
C -5.38872 0.76555 -3.60809 -2.6 -1.3 -1.7
C -4.48758 1.19701 -2.56860 1.9 1.7 1.7
C -4.84597 2.65885 -2.12632 0.0 -1.0 0.4
C -3.93670 3.01630 -0.96269 1.2 0.3 0.7
N -3.56539 4.49233 -0.82989 -0.7 0.0 1.0
C -4.80880 5.35632 -0.65626 2.2 2.5 -0.8
C -4.72492 6.42565 -1.77971 0.4 -0.2 0.2
C -3.21241 6.49201 -2.15246 -1.2 -0.8 -1.0
C -2.82734 5.01080 -2.05006 0.1 0.3 -0.4
C -2.71202 4.68259 0.41418 -0.8 0.7 0.2
H -5.24824 -0.29109 -3.89160 0.4 0.5 -0.3
H -5.32466 1.44169 -4.49476 -0.2 -0.7 0.5
H -6.45608 0.72810 -3.24060 0.9 0.5 -0.4
H -3.41695 1.22583 -2.93354 -1.0 -0.2 0.5
H -4.53565 0.56218 -1.65777 0.2 0.2 -0.5
H -5.95578 2.73968 -2.03177 0.8 0.0 0.8
H -4.62894 3.37285 -2.88081 0.1 0.2 -1.3
H -2.91520 2.54646 -1.01199 -1.1 0.0 -0.3
H -4.31636 2.76751 0.02010 -0.3 -0.3 0.1
H -4.71558 5.94888 0.25550 0.1 -0.6 0.2
H -5.67951 4.79812 -0.63322 -1.6 -1.3 -0.1
H -5.04039 7.35947 -1.29247 -0.4 -0.2 -1.0
H -5.29625 6.09068 -2.66660 0.0 0.7 0.5
H -2.63484 7.07947 -1.48527 0.4 0.5 1.0
H -3.01887 6.96324 -3.14471 -0.3 -0.7 0.6
H -1.74260 4.89684 -1.94094 -0.3 -0.4 0.1
H -3.21095 4.40547 -2.89168 0.5 0.6 0.3
H -3.31338 4.62372 1.38184 0.6 -0.3 -1.5
H -2.35046 5.73586 0.33397 0.2 -1.0 0.2
H -1.95658 3.90551 0.35374 0.4 0.3 0.3
C 0.13414 0.37128 -0.90495 -0.1 0.7 -0.3
F 0.84793 -0.45953 -1.68674 -0.5 -0.7 0.4
F 1.02323 1.26255 -0.47509 0.7 0.4 1.0
F -0.63226 1.09114 -1.75238 -0.8 -0.5 0.2
S -0.80057 -0.40348 0.58509 1.9 -1.3 -2.0
O -1.50207 0.71230 1.12395 -0.5 0.9 0.7
O -1.60719 -1.42926 -0.03922 -0.2 0.0 0.2
O 0.33669 -0.93527 1.34066 -0.8 0.7 -0.2
```
Forces are in eV/Å.


Here is C25H20IrO4P2S2Se as an isolated structure from the OMol25 dataset. Energies are from ωB97M-V/def2-TZVPD.

Results
- Frontier orbital gap: 7.1 eV
- ΔE to the lowest compared entry with this formula, charge and spin: 0.0000 eV
- Charge: -1

The geometry in XYZ format:
```
55
Properties=species:S:1:pos:R:3:forces:R:3
Ir -0.02580 -0.11328 -3.05876 0.1 0.1 -0.4
S 2.37038 -0.60485 -2.84423 -0.4 0.1 0.6
P 1.55349 -0.59592 -0.96901 0.3 0.1 -0.5
C -0.08021 -0.97277 -1.27304 -0.2 -0.2 0.1
P -1.67373 -0.45580 -0.93585 0.0 0.1 -0.5
S -2.43004 -0.19314 -2.82406 0.2 0.1 0.7
C -2.65352 -1.65065 0.01176 0.1 -0.1 0.0
C -2.10337 -2.89545 0.29414 0.0 0.0 0.0
C -2.84755 -3.84483 0.98295 0.0 0.0 0.0
C -4.14413 -3.55421 1.37956 0.0 0.0 0.0
C -4.70402 -2.31740 1.08011 0.0 0.0 0.0
C -3.96226 -1.36840 0.39602 0.0 0.0 0.0
C -1.74838 1.07940 0.02935 0.0 0.0 0.0
C -1.43609 2.27846 -0.61327 0.0 0.0 0.0
C -1.41223 3.45880 0.11170 0.0 0.0 0.0
C -1.70768 3.45711 1.46924 0.0 0.0 0.0
C -2.01068 2.26632 2.11026 0.0 0.0 0.0
C -2.02375 1.07682 1.39392 0.0 0.0 0.0
C 1.79140 1.02533 -0.17897 0.0 -0.1 0.0
C 1.61636 1.16380 1.19725 0.0 0.0 0.0
C 1.76493 2.40375 1.79616 0.0 0.0 0.0
C 2.09275 3.51169 1.02472 0.0 0.0 0.0
C 2.25993 3.37754 -0.34474 0.0 0.0 0.0
C 2.11016 2.13724 -0.95128 0.0 0.0 0.0
C 2.41305 -1.72402 0.16554 -0.1 0.0 0.0
C 3.78937 -1.89491 0.06646 0.0 0.0 0.0
C 4.44916 -2.73034 0.95474 0.0 0.0 0.0
C 3.73677 -3.39835 1.94289 0.0 0.0 0.0
C 2.36220 -3.23562 2.03898 0.0 0.0 0.0
C 1.70027 -2.40181 1.14800 0.0 0.0 0.0
H -1.10015 -3.11582 -0.05154 0.0 0.0 0.0
H -2.41618 -4.81389 1.20029 0.0 0.0 0.0
H -4.72546 -4.29440 1.91519 0.0 0.0 0.0
H -5.72076 -2.09533 1.37857 0.0 0.0 0.0
H -4.39723 -0.40468 0.15707 0.0 0.0 0.0
H -1.20347 2.28591 -1.67282 0.0 0.0 0.0
H -1.15943 4.38284 -0.39222 0.0 0.0 0.0
H -1.69430 4.38500 2.02809 0.0 0.0 0.0
H -2.23263 2.25715 3.17048 0.0 0.0 0.0
H -2.25108 0.14971 1.90577 0.0 0.0 0.0
H 1.36336 0.30363 1.80652 0.0 0.0 0.0
H 1.62027 2.50617 2.86460 0.0 0.0 0.0
H 2.21170 4.48087 1.49416 0.0 0.0 0.0
H 2.50179 4.23926 -0.95386 0.0 0.0 0.0
H 2.21920 2.03041 -2.02228 0.0 0.0 0.0
H 4.33424 -1.38072 -0.71699 0.0 0.0 0.0
H 5.52023 -2.86576 0.87284 0.0 0.0 0.0
H 4.25371 -4.05232 2.63408 0.0 0.0 0.0
H 1.80415 -3.76145 2.80384 0.0 0.0 0.0
H 0.62461 -2.27867 1.20897 0.0 0.0 0.0
O -0.15995 0.19060 -5.19226 0.3 0.3 0.2
Se 0.29997 1.82264 -5.15437 -0.1 -0.3 -0.2
O -0.79955 2.81863 -5.76497 -0.1 0.0 0.0
O 0.26257 1.87034 -3.43604 -0.1 -0.1 -0.1
O 1.79767 2.05536 -5.68368 0.0 0.0 0.0
```
Forces are in eV/Å.


Here is a 2-piece molecular cluster, C15H18O2 overall from the OMol25 dataset. Energies are from ωB97M-V/def2-TZVPD.

Results
- Frontier orbital gap: 8.9 eV
- Structure (SMILES): CCc1ccc(O)cc1.Cc1ccc(O)cc1
- ΔE to the lowest compared entry with this formula, charge and spin: 0.0000 eV

The geometry in XYZ format:
```
35
Properties=species:S:1:pos:R:3:forces:R:3
C 2.39849 1.46707 -2.45896 -0.1 0.1 0.2
C 1.53356 -1.14660 0.16297 -0.1 0.0 -0.3
C 1.57290 -0.43484 -1.02622 0.2 0.2 0.0
C 2.29060 -0.72627 1.24326 0.0 -0.1 0.2
C 2.36998 0.69525 -1.16132 0.1 0.1 -0.2
C 3.09566 0.39536 1.12940 0.0 0.2 -0.1
C 3.12998 1.09586 -0.06678 0.0 -0.1 0.1
O 2.26708 -1.37530 2.45132 -0.1 -0.1 0.0
H 0.86938 -1.99994 0.22535 0.1 -0.1 0.2
H 0.96659 -0.74169 -1.86987 -0.1 -0.1 0.1
H 1.66212 -2.12401 2.39163 0.1 0.1 0.0
H 3.67398 0.73239 1.97891 0.0 -0.1 0.0
H 2.64413 2.51585 -2.27264 0.0 -0.1 -0.1
H 1.41756 1.43083 -2.93580 0.0 0.0 -0.1
H 3.76680 1.97270 -0.13374 -0.1 0.0 -0.1
H 3.13700 1.07434 -3.16060 0.0 -0.1 0.0
C -1.48932 -0.63194 2.16725 -0.1 0.0 0.0
C -2.81946 -0.48745 2.91653 0.3 0.0 0.0
C -1.60034 -0.27876 0.70812 -0.1 0.0 -0.1
C -2.02100 -1.21823 -0.22935 0.1 0.1 0.2
C -1.30308 0.99875 0.24843 0.1 0.1 0.0
C -2.12814 -0.89681 -1.57276 0.0 0.0 -0.1
C -1.40327 1.34166 -1.09014 -0.1 0.0 -0.1
C -1.81821 0.38792 -2.00651 -0.1 -0.2 0.1
O -1.89441 0.75111 -3.32100 0.1 0.2 0.0
H -0.73494 0.00255 2.63584 0.0 0.0 0.0
H -1.13228 -1.66076 2.26148 0.0 0.0 0.0
H -3.57255 -1.14009 2.47592 -0.1 0.1 0.0
H -2.24945 -2.22454 0.10135 0.0 -0.1 0.0
H -0.95130 1.74291 0.95163 0.0 0.1 0.1
H -2.44894 -1.64858 -2.28710 0.0 0.0 0.0
H -1.17150 2.33860 -1.44739 0.0 -0.1 0.1
H -2.20402 0.00947 -3.84698 0.0 -0.1 0.0
H -3.15741 0.54847 2.87501 -0.1 -0.1 0.0
H -2.69619 -0.76525 3.96276 0.0 0.0 0.1
```
Forces are in eV/Å.